# 1
Below is an isolated ion of composition C6H6N3O3 and charge -1, with properties calculated with wB97M-V/def2-TZVPD.

Last columns: bonded neighbours and bond lengths (Å).
Positions of all 18 atoms, in Å:
1 H 1.95332 0.08950 -2.50339  C3 1.131
2 O -0.65116 -1.37331 2.25141  C5 1.387, C17 1.375
3 C 1.90066 0.69724 -1.55109  H1 1.131, H6 1.114, H8 1.058, C16 1.522
4 H -1.33044 -1.22601 -0.58525  C9 1.068
5 C -1.73000 -0.93959 1.49455  O2 1.387, C9 1.474, O15 1.203
6 H 2.87202 0.77657 -1.01204  C3 1.114
7 H -2.30878 0.20303 -0.09670  C9 1.110
8 H 1.41103 1.60848 -1.77162  C3 1.058
9 C -1.43925 -0.44555 0.13633  H4 1.068, C5 1.474, H7 1.110, C12 1.506
10 N 0.92926 -1.82832 0.68261  N14 1.272, C17 1.248
11 H 0.32120 2.25062 0.01480  N13 0.963
12 C -0.22020 0.38247 -0.17449  C9 1.506, N13 1.302, C16 1.401
13 N -0.43057 1.64993 0.03883  H11 0.963, C12 1.302, O18 1.286
14 N 1.47185 -1.37119 -0.37306  N10 1.272, C16 1.362
15 O -2.77457 -0.92389 2.09049  C5 1.203
16 C 0.97056 -0.14493 -0.69037  C3 1.522, C12 1.401, N14 1.362
17 C 0.65605 -1.57057 1.87288  O2 1.375, N10 1.248
18 O -1.60096 2.16552 0.17613  N13 1.286

Results
- ΔE to the lowest compared entry with this formula, charge and spin (kcal/mol) = 150.6
- HOMO-LUMO gap (alpha / beta) (eV) = 6.2392 / 6.2972
- total charge = -1
- energy (Ha) = -622.06074

# 2
Below is a 2-piece molecular cluster, C4H6Br2O overall, with properties calculated with wB97M-V/def2-TZVPD.

Last columns: bonded neighbours and bond lengths (Å).
Positions of all 13 atoms, in Å:
1 Br -1.64353 1.39245 -0.68320  C6 1.939
2 H 1.69201 0.68974 -1.17562  C3 1.098
3 C 0.82527 0.02232 -1.27099  H2 1.098, C6 1.541, H7 1.108, H9 1.110
4 O -0.58451 -2.65308 -0.08614  C5 1.177
5 C -1.24938 -1.72794 0.20836  O4 1.177, H12 1.100
6 C -0.11563 0.35348 -0.09604  Br1 1.939, C3 1.541, C8 1.453
7 H 0.25356 -0.03820 -2.21833  C3 1.108
8 C 0.51064 1.03294 1.02464  C6 1.453, H10 1.169, Br11 2.022, H13 1.193
9 H 1.24778 -0.99728 -1.14930  C3 1.110
10 H 1.59060 0.76376 1.38124  C8 1.169
11 Br -0.59962 0.47471 2.62024  C8 2.022
12 H -2.31180 -1.53195 0.41674  C5 1.100
13 H 0.38460 2.21906 1.02839  C8 1.193

Results
- ΔE to the lowest compared entry with this formula, charge and spin (kcal/mol) = 75.4
- HOMO-LUMO gap (alpha / beta) (eV) = 8.1743 / 8.1687
- energy (Ha) = -5379.15607

Question: What is the energy in the second record?
Answer: -5379.15607 Ha